Formula: CH4N2O2
Source: the Open Molecules 2025 dataset
Level of theory: ωB97M-V with the def2-TZVPD basis set

Results
LUMO level	0.896	eV
largest force on an atom	4.00	eV Å⁻¹
calculated total energy	-300.39932	a.u.
HOMO level	-0.3920	hartree
SMILES string	N#[N+][O-].CO
ΔE to the lowest compared entry with this formula, charge and spin	55.4	kcal/mol
Kohn-Sham gap	11.6	eV

Positions of all 9 atoms, in Å:
C -0.262 1.088 -0.551
N 1.491 -0.911 1.704
N 0.926 -1.709 1.190
O 0.320 -2.589 0.794
O -0.690 -0.153 -1.030
H -0.343 1.374 0.489
H -0.577 2.020 -1.065
H 0.778 1.218 -0.651
H -1.642 -0.338 -0.881

These are the Löwdin partial charges, in e, on atoms 1 to 5: atom 1 (C): -0.22, atom 2 (N): 0.23, atom 3 (N): -0.33, atom 4 (O): 0.12, atom 5 (O): -0.11